Entry 1:
{"formula": "C2H3NO2", "method": "ωB97M-V/def2-TZVPD", "gap_ev": 11.5, "lumo_energy_ha": 0.040, "homo_ev": -10.394, "species": ["C", "C", "N", "O", "O", "H", "H", "H"], "coordinates": [[-0.822944, -0.553073, 0.332543], [2.359631, 0.514558, -1.280187], [-1.269955, 0.364198, 1.112786], [1.872220, 0.880748, -2.245110], [0.482276, -0.441716, 0.112543], [-1.205186, -1.311175, -0.311813], [0.732490, 0.058926, 0.797047], [-2.148532, 0.487533, 1.482192]], "atomic_forces_ev_per_a": [[-0.9, 3.0, 1.3], [-0.4, 0.8, -1.8], [2.7, -1.5, -1.3], [0.8, -0.6, 1.6], [-0.7, -4.1, -4.0], [-1.1, -0.6, -0.1], [2.2, 3.5, 4.0], [-2.6, -0.5, 0.3]]}


Entry 2:
{"formula": "C2H3NO2", "method": "ωB97M-V/def2-TZVPD", "gap_ev": 10.8, "lumo_energy_ha": 0.000, "homo_ev": -10.763, "species": ["O", "C", "N", "C", "O", "H", "H", "H"], "coordinates": [[0.227931, -2.366383, -0.725288], [0.116490, -1.331741, -0.003197], [0.304536, 0.050945, -0.436831], [-0.156980, 1.171203, 0.283869], [-0.488880, 2.220989, -0.216647], [0.469015, -1.239442, 1.104259], [-0.246383, 0.232806, -1.348647], [-0.225730, 1.261622, 1.342483]], "atomic_forces_ev_per_a": [[-1.5, 4.7, 2.9], [4.3, -1.4, -0.6], [-3.9, -0.7, -2.7], [-0.1, 1.4, 0.4], [0.2, -0.7, -1.2], [-1.4, -1.2, -1.1], [1.9, -0.6, 0.9], [0.5, -1.5, 1.4]]}


Entry 3:
{"formula": "C2H3NO2", "method": "ωB97M-V/def2-TZVPD", "multiplicity": 3, "gap_ev": [7.6, 7.6], "lumo_energy_ha": [0.031, -0.089], "homo_ev": [-6.760, -10.050], "species": ["C", "C", "N", "O", "O", "H", "H", "H"], "coordinates": [[0.542170, 1.412947, 3.016498], [1.728666, -0.880115, -0.292066], [-0.393021, 0.765602, 3.143264], [0.583584, -0.815801, 0.066198], [-1.315536, -0.022306, 3.135254], [1.334879, 2.188529, 2.996309], [2.360058, -1.801528, -0.147858], [2.265899, -0.006045, -0.707459]], "atomic_forces_ev_per_a": [[1.9, 2.0, 0.1], [6.6, -0.8, -2.0], [-1.2, -1.6, -0.6], [-5.6, 0.3, 1.8], [0.5, 0.7, 0.4], [-1.2, -1.2, 0.1], [-0.7, 0.7, 0.0], [-0.3, -0.2, 0.2]]}


Entry 4:
{"formula": "C2H3NO2", "method": "ωB97M-V/def2-TZVPD", "multiplicity": 3, "gap_ev": [7.5, 6.8], "lumo_energy_ha": [0.026, -0.106], "homo_ev": [-6.753, -9.697], "species": ["C", "C", "N", "O", "O", "H", "H", "H"], "coordinates": [[-1.146388, 0.033030, 0.088822], [0.175232, -0.347365, 0.505773], [-0.504742, -1.007650, -0.517973], [-2.132372, 0.667806, 0.147946], [1.340862, 1.100064, -0.405673], [0.825412, -0.718461, 1.264581], [-0.234202, -1.295018, -1.443911], [1.676195, 1.567594, 0.360433]], "atomic_forces_ev_per_a": [[2.1, -0.7, 1.1], [-1.5, -0.2, 1.1], [-0.7, -1.7, -0.9], [-1.5, 0.9, -0.2], [1.1, 1.2, -1.8], [0.1, -0.2, 0.4], [0.1, 0.3, -0.4], [0.3, 0.5, 0.7]]}


Entry 5:
{"formula": "C2H3NO2", "method": "ωB97M-V/def2-TZVPD", "multiplicity": 3, "gap_ev": [7.4, 8.8], "lumo_energy_ha": [0.028, -0.085], "homo_ev": [-6.653, -11.071], "species": ["C", "C", "N", "O", "O", "H", "H", "H"], "coordinates": [[-1.887105, 0.301605, -0.146208], [2.079861, -0.141368, -0.295987], [-2.420096, -0.233017, 0.785221], [-1.479271, 0.690058, -1.156541], [1.750846, 0.471104, -1.273011], [2.375758, -1.239585, -0.384635], [-2.387580, -0.204299, 1.769419], [1.967584, 0.355502, 0.701745]], "atomic_forces_ev_per_a": [[-0.3, -0.5, 0.4], [2.1, -3.9, 5.6], [-0.3, -0.2, -0.5], [0.4, 0.5, -0.5], [-1.7, 3.2, -5.2], [-0.4, 1.3, 0.2], [0.2, 0.2, 0.6], [0.1, -0.6, -0.6]]}


Entry 6:
{"formula": "C2H3NO2S", "method": "ωB97M-V/def2-TZVPD", "gap_ev": 9.0, "lumo_energy_ha": -0.019, "homo_ev": -9.553, "species": ["C", "C", "S", "N", "O", "O", "H", "H", "H"], "coordinates": [[-1.012481, 0.618833, 0.140695], [0.002737, -0.212340, -0.044964], [0.187711, -1.964983, 0.044506], [1.291849, 0.443881, 0.002546], [1.241855, 1.635623, -0.014870], [2.244915, -0.251180, 0.109474], [-2.083729, 0.318030, 0.190384], [-0.805994, 1.635960, 0.148072], [-1.066867, -2.223823, -0.575840]], "atomic_forces_ev_per_a": [[-2.0, -2.2, -0.5], [-1.1, -0.6, 0.8], [-1.9, -0.3, -1.2], [-1.5, 0.2, -0.1], [1.4, 1.9, -0.2], [2.2, -1.0, 0.2], [1.1, 0.0, 0.1], [0.2, 1.6, 0.0], [1.5, 0.3, 0.9]]}


Entry 7:
{"formula": "C2H3NO2S", "method": "ωB97M-V/def2-TZVPD", "gap_ev": 9.2, "lumo_energy_ha": -0.019, "homo_ev": -9.721, "species": ["C", "C", "N", "O", "O", "S", "H", "H", "H"], "coordinates": [[-1.171318, 0.168606, -0.456217], [-0.662181, -0.480654, 0.556178], [-1.707792, 1.004997, -1.175923], [2.049874, 0.652336, 1.285306], [2.090973, -1.222984, -0.308044], [1.708454, 0.132207, -0.035206], [-0.653423, -1.469600, 0.642546], [-0.479041, -0.015673, 1.545027], [-1.175543, 1.230768, -2.053668]], "atomic_forces_ev_per_a": [[-1.1, 1.9, 0.3], [-0.4, 3.0, 1.3], [1.1, -1.4, -1.2], [-0.4, -0.4, -1.4], [0.0, -0.1, -0.1], [1.3, 0.6, 1.3], [-0.1, -4.1, -0.2], [0.0, 0.3, -1.1], [-0.5, 0.2, 1.1]]}


Entry 8:
{"formula": "C2H3NO2S", "method": "ωB97M-V/def2-TZVPD", "gap_ev": 9.2, "lumo_energy_ha": -0.001, "homo_ev": -9.258, "species": ["O", "C", "O", "C", "N", "S", "H", "H", "H"], "coordinates": [[-0.652879, 0.913619, 1.146650], [-0.797998, 0.572902, -0.011510], [-1.888441, 0.734387, -0.718927], [0.208807, -0.259971, -0.747218], [1.302707, -0.769922, -0.315891], [1.628261, -0.644903, 1.307121], [-2.515071, 1.284781, -0.210532], [-0.063293, -0.482978, -1.790211], [2.777906, -1.347915, 1.340519]], "atomic_forces_ev_per_a": [[-0.2, 0.2, -0.8], [1.5, -1.2, 1.8], [-1.2, 0.8, -0.6], [0.1, -0.2, -1.1], [-1.0, 0.1, 0.1], [0.4, 0.3, 1.0], [0.2, -0.3, -0.1], [0.3, 0.3, 0.3], [-0.1, 0.0, -0.5]]}


Computed values of energy above the lowest of the compared OMol25 structures with the same formula, charge and spin (unit: eV) for the preceding records, in sequence: 1.668, 1.527, 4.879, 4.353, 1.771, 4.664, 3.025, 1.291.